[1]
The following is a quantum chemistry calculation of a structure of composition C43H32F3N3O3P2S2Tc, from the OMol25 dataset.

Geometry as XYZ:
```
89
C43H32F3N3O3P2S2Tc ωB97M-V/def2-TZVPD
Tc -2.736 0.915 1.049
S -2.234 2.758 2.675
P -0.490 1.734 2.837
C -0.618 0.704 1.408
P 0.746 0.508 0.303
S 0.411 1.183 -1.513
C 2.241 1.226 1.052
C 2.897 0.539 2.065
C 4.035 1.083 2.627
C 4.508 2.310 2.186
C 3.841 2.997 1.185
C 2.707 2.454 0.608
C 1.298 -1.235 0.235
C 2.441 -1.483 -0.518
C 3.063 -2.712 -0.434
C 2.548 -3.688 0.406
C 1.378 -3.456 1.108
C 0.742 -2.229 1.021
C 0.853 2.908 3.237
C 1.778 2.601 4.229
C 2.738 3.531 4.583
C 2.776 4.762 3.950
C 1.853 5.068 2.961
C 0.891 4.142 2.600
C -0.624 0.809 4.410
C -1.271 1.435 5.473
C -1.416 0.770 6.675
C -0.901 -0.510 6.819
C -0.235 -1.121 5.768
C -0.100 -0.466 4.557
H 2.520 -0.417 2.408
H 4.545 0.548 3.415
H 5.396 2.734 2.631
H 4.193 3.960 0.850
H 2.178 2.965 -0.187
H 2.839 -0.696 -1.146
H 3.962 -2.904 -0.999
H 3.065 -4.630 0.518
H 0.966 -4.222 1.749
H -0.165 -2.026 1.573
H 1.752 1.638 4.720
H 3.456 3.285 5.354
H 3.529 5.482 4.229
H 1.885 6.028 2.470
H 0.168 4.368 1.829
H -1.673 2.431 5.341
H -1.944 1.238 7.495
H -1.029 -1.046 7.748
H 0.179 -2.111 5.895
H 0.390 -0.945 3.720
C 1.947 -4.819 -6.825
O 1.863 -3.536 -6.250
C 0.676 -2.885 -6.256
C -0.511 -3.364 -6.816
C -1.650 -2.589 -6.795
C -1.660 -1.341 -6.154
C -0.468 -0.878 -5.562
C 0.674 -1.629 -5.634
N -2.809 -0.607 -6.212
N -3.120 0.365 -5.518
C -2.936 0.758 -4.266
C -3.020 2.153 -4.022
C -2.856 2.686 -2.779
C -2.708 1.851 -1.645
O -2.579 2.267 -0.459
C -2.766 0.425 -1.847
N -2.749 -0.304 -0.704
C -2.715 -1.626 -0.810
C -2.747 -2.270 -2.042
C -2.833 -1.540 -3.209
C -2.822 -0.142 -3.137
H 2.986 -5.125 -6.721
H 1.685 -4.800 -7.887
H 1.308 -5.534 -6.299
H -0.548 -4.342 -7.269
H -2.560 -2.950 -7.247
H -0.449 0.081 -5.065
H 1.596 -1.276 -5.200
H -3.156 2.801 -4.875
H -2.861 3.751 -2.622
H -2.691 -2.204 0.104
H -2.721 -3.348 -2.074
H -2.912 -2.045 -4.158
F -4.144 -1.495 2.046
C -3.112 -0.661 2.409
F -2.102 -1.559 2.668
F -3.467 -0.226 3.654
O -5.752 1.512 1.199
C -4.647 1.236 1.109
```

Computed properties:
**Net charge**: 0
**Frontier orbital gap (spin up / spin down)**: 5.47 / 4.26 eV
**Molecular weight**: 919.82 g mol⁻¹
**Spin multiplicity**: 2
**<S²>**: 0.99
**LUMO (spin up / spin down)**: -1.615 / -2.376 eV
**E_HOMO (spin up / spin down)**: -7.09 / -6.64 eV
**Relative energy (zero: lowest compared OMol25 entry of this formula, charge and spin)**: 0.000 eV

=====

[2]
The following is a quantum chemistry calculation of a cluster of 3 separate species, C43H33N2O8PS in total, from the OMol25 dataset.

Geometry as XYZ:
```
88
C43H33N2O8PS ωB97M-V/def2-TZVPD
C -3.654 3.061 4.758
C -2.617 3.145 3.943
C -1.207 3.182 3.189
C -0.205 4.408 3.378
C -0.453 5.692 4.318
O -1.832 6.136 4.404
C -2.214 5.860 5.808
C 1.158 4.334 2.606
C 1.609 3.114 1.660
N 2.933 3.218 1.068
C 3.185 2.025 0.297
C 2.196 0.820 0.073
C 2.640 -0.454 -0.845
S 1.831 -2.009 -0.180
C 3.121 -3.097 0.636
C 2.661 -3.631 2.112
N 0.885 0.761 0.672
C 0.604 1.924 1.498
C -0.824 1.950 2.238
P -2.143 0.600 2.076
O -1.726 -0.613 1.226
O -3.492 1.333 1.250
O -2.729 0.015 3.584
H -4.532 2.904 5.471
H 0.057 5.481 5.327
H 0.144 6.570 3.830
H -1.780 6.675 6.494
H -1.839 4.807 6.147
H -3.364 5.831 5.949
H 1.896 5.227 2.728
H 4.230 1.947 -0.214
H 3.778 -0.593 -0.754
H 2.363 -0.247 -1.947
H 3.243 -4.039 -0.019
H 4.155 -2.578 0.718
H 2.177 -2.734 2.647
H 3.586 -4.054 2.645
H 1.880 -4.492 2.016
H -3.333 2.317 1.357
H -3.719 0.171 3.538
C -10.666 -4.457 2.897
C -10.092 -3.699 3.916
C -8.926 -2.978 3.675
C -8.323 -3.025 2.417
C -8.884 -3.804 1.405
C -10.064 -4.512 1.644
C -8.227 -3.901 0.082
O -8.719 -4.579 -0.805
C -6.961 -3.170 -0.146
C -6.300 -3.298 -1.369
C -5.114 -2.603 -1.596
C -4.592 -1.772 -0.607
C -5.245 -1.647 0.615
C -6.426 -2.354 0.851
C -7.093 -2.241 2.166
O -6.633 -1.517 3.035
H -11.581 -5.012 3.082
H -10.556 -3.667 4.897
H -8.487 -2.385 4.472
H -10.513 -5.109 0.856
H -6.703 -3.941 -2.146
H -4.599 -2.707 -2.546
H -3.671 -1.224 -0.786
H -4.830 -1.002 1.383
C 3.593 0.355 -5.876
C 4.111 0.619 -7.142
C 5.488 0.692 -7.330
C 6.351 0.513 -6.247
C 5.832 0.273 -4.975
C 4.450 0.183 -4.793
C 6.734 0.131 -3.811
O 6.280 -0.083 -2.698
C 8.194 0.260 -4.014
C 9.054 0.185 -2.916
C 10.430 0.293 -3.100
C 10.951 0.465 -4.381
C 10.097 0.545 -5.477
C 8.715 0.453 -5.293
C 7.814 0.575 -6.460
O 8.270 0.731 -7.581
H 2.518 0.289 -5.731
H 3.441 0.766 -7.984
H 5.886 0.893 -8.320
H 4.039 -0.017 -3.808
H 8.655 0.048 -1.915
H 11.097 0.239 -2.245
H 12.025 0.541 -4.525
H 10.510 0.685 -6.472
```

Computed properties:
**Net charge**: 0
**Frontier orbital gap**: 6.82 eV
**Molecular weight**: 768.78 g mol⁻¹
**SMILES string**: C#Cc1c(COC)cc2ncc(CSCC)nc2c1P(=O)(O)O.O=C1c2ccccc2C(=O)c2ccccc21.O=C1c2ccccc2C(=O)c2ccccc21
**LUMO**: -1.629 eV
**E_HOMO**: -8.45 eV

=====

Asked for energy across the records above, the calculation gives -3907.2200, -3109.0648 a.u. in order.